Entry 1:
C3H5NOS in the gas phase. Source: OMol25; level of theory: the ωB97M-V functional and the def2-TZVPD basis.

The geometry in ORCA input format:
```
! wB97M-V def2-TZVPD RIJCOSX def2/J DEFGRID3
* xyz 0 1
O 0.208 2.210 0.049
N 0.035 0.778 -0.085
C -1.124 -0.068 0.093
C -0.088 -1.205 -0.021
C 1.021 -0.125 -0.047
S 2.646 0.070 0.051
H 1.100 2.291 -0.209
H -1.872 -0.038 -0.759
H -1.626 -0.175 1.103
H -0.275 -1.934 0.725
H -0.025 -1.804 -0.900
*
```

Computed properties:
Calculated total energy: -17561.91811 eV
Gap between HOMO and LUMO: 0.35128 Eh
Highest occupied orbital energy: -8.763 eV
Energy relative to the best compared isomer or geometry (same formula, charge and spin): 77.2 kcal per mole
Structure (SMILES): ON1CCC1=S

Entry 2:
A molecular structure, C35H19Br3N4O3PdS2. Source: OMol25; level of theory: the ωB97M-V functional and the def2-TZVPD basis.

The geometry in ORCA input format:
```
! wB97M-V def2-TZVPD RIJCOSX def2/J DEFGRID3
* xyz -2 1
Pd -0.433 -0.445 -0.231
S -2.824 3.811 4.848
C -3.946 5.006 4.280
C -4.216 4.840 2.955
C -3.538 3.759 2.376
C -2.718 3.074 3.255
C -1.847 1.975 3.030
C -1.830 1.293 1.798
N -1.007 0.315 1.505
C -0.084 -0.095 2.447
C -0.070 0.499 3.755
C 0.876 -0.019 4.698
C 1.716 -1.026 4.386
C 1.731 -1.621 3.082
C 2.569 -2.643 2.724
C 2.528 -3.171 1.396
C 1.615 -2.571 0.514
N 0.798 -1.594 0.832
C 0.809 -1.095 2.116
C 3.374 -4.234 0.992
C 4.315 -4.920 1.745
C 5.012 -5.904 1.034
C 4.623 -6.008 -0.267
S 3.371 -4.865 -0.651
C -0.937 1.526 4.027
H -4.315 5.748 4.960
H -4.882 5.486 2.405
H -3.620 3.502 1.335
H -2.557 1.559 1.039
H 0.885 0.428 5.683
H 2.412 -1.413 5.120
H 3.279 -3.032 3.439
H 1.568 -2.949 -0.504
H 4.493 -4.711 2.784
H 5.779 -6.525 1.469
H 4.987 -6.663 -1.032
H -0.921 2.021 4.989
Br 3.708 2.610 -2.088
C 2.874 1.056 -2.790
C 3.205 0.615 -4.049
C 2.624 -0.539 -4.540
Br 3.190 -1.194 -6.243
C 1.635 -1.228 -3.828
C 0.975 -2.391 -4.280
C -0.061 -2.912 -3.546
C -0.454 -2.285 -2.367
N 0.199 -1.233 -1.890
C 1.240 -0.711 -2.560
C 1.949 0.406 -1.926
O 1.765 0.738 -0.742
H 3.925 1.162 -4.642
H 1.288 -2.855 -5.203
H -0.578 -3.799 -3.878
H -1.300 -2.641 -1.785
Br -5.954 2.130 -4.649
C -4.589 2.783 -3.469
C -4.529 4.139 -3.207
N -3.605 4.658 -2.397
C -2.727 3.835 -1.847
C -2.714 2.460 -2.054
C -3.693 1.908 -2.895
C -1.709 1.572 -1.363
O -0.702 2.077 -0.866
O -2.012 0.343 -1.325
H -5.235 4.832 -3.645
H -1.990 4.284 -1.195
H -3.720 0.842 -3.065
*
```

Computed properties:
Calculated total energy: -283986.24424 eV
Gap between HOMO and LUMO (alpha / beta): 0.11435 / 0.11306 Eh
Highest occupied orbital energy (alpha / beta): 0.445 / 0.480 eV
Energy relative to the best compared isomer or geometry (same formula, charge and spin): 21.3 kcal per mole

Entry 3:
3 unconnected molecules or ions with the total composition C18H22N3O5S. Source: OMol25; level of theory: the ωB97M-V functional and the def2-TZVPD basis.

The geometry in ORCA input format:
```
! wB97M-V def2-TZVPD RIJCOSX def2/J DEFGRID3
* xyz -1 1
C 1.298 -6.282 0.019
C 1.716 -5.222 -0.344
N 2.087 -3.984 -0.747
C 1.563 -3.660 -2.109
C 1.140 -2.211 -2.200
C 0.143 -1.728 -1.136
C -1.008 -2.671 -0.801
C -2.211 -2.396 -1.703
S -3.449 -3.680 -1.547
O -4.754 -3.087 -1.634
O -3.192 -4.496 -0.410
O -3.218 -4.589 -2.835
C 2.682 -3.906 -3.167
O 2.477 -4.816 -3.998
O 3.673 -3.114 -3.071
H 1.145 -7.325 0.101
H 1.723 -3.347 -0.046
H 0.713 -4.297 -2.342
H 2.049 -1.626 -2.087
H 0.798 -2.035 -3.216
H 0.678 -1.435 -0.239
H -0.311 -0.813 -1.516
H -0.752 -3.724 -0.837
H -1.321 -2.483 0.221
H -2.733 -1.521 -1.336
H -1.933 -2.265 -2.741
H -3.659 -4.146 -3.573
N -1.796 0.991 0.634
C -2.530 0.877 1.738
C -2.129 1.349 2.979
C -0.895 1.971 3.080
C -0.115 2.096 1.942
C -0.612 1.593 0.750
H -3.486 0.379 1.617
H -2.769 1.229 3.843
H -0.546 2.352 4.031
H 0.850 2.575 1.976
H -0.037 1.670 -0.166
N 1.083 5.246 2.079
C 2.187 5.616 2.724
C 2.763 6.872 2.604
C 2.160 7.793 1.763
C 1.012 7.423 1.082
C 0.516 6.142 1.276
H 2.629 4.864 3.369
H 3.660 7.118 3.154
H 2.579 8.783 1.639
H 0.511 8.109 0.415
H -0.381 5.811 0.765
*
```

Computed properties:
Calculated total energy: -44564.64037 eV
Gap between HOMO and LUMO: 0.23082 Eh
Highest occupied orbital energy: -4.321 eV

Entry 4:
A molecular structure, C38H44N3O9PPt. Source: OMol25; level of theory: the ωB97M-V functional and the def2-TZVPD basis.

The geometry in ORCA input format:
```
! wB97M-V def2-TZVPD RIJCOSX def2/J DEFGRID3
* xyz -2 1
Pt 3.004 0.650 1.916
C 5.945 3.741 2.975
O 6.271 3.083 4.199
C 6.409 1.723 4.145
C 7.486 1.160 4.780
C 7.653 -0.232 4.818
C 6.728 -1.024 4.187
C 5.611 -0.484 3.518
C 4.721 -1.436 2.892
N 3.665 -1.141 2.225
N 2.920 -2.173 1.674
C 1.900 -1.678 1.019
O 1.629 -0.420 0.913
C 0.985 -2.625 0.327
C 1.338 -3.965 0.174
C 0.485 -4.838 -0.481
C -0.727 -4.380 -0.987
C -1.082 -3.048 -0.837
C -0.227 -2.171 -0.184
C 5.413 0.924 3.504
O 4.421 1.562 2.966
H 6.346 4.751 3.063
H 4.870 3.767 2.810
H 6.418 3.236 2.129
H 8.196 1.826 5.256
H 8.502 -0.668 5.327
H 6.843 -2.103 4.193
H 4.957 -2.494 2.976
H 2.282 -4.304 0.578
H 0.765 -5.879 -0.596
H -1.398 -5.062 -1.496
H -2.026 -2.684 -1.220
H -0.507 -1.133 -0.055
C 2.740 1.705 -3.081
C 1.545 2.004 -2.184
C 0.832 3.266 -2.657
C 0.597 0.812 -2.155
O 2.120 2.168 -0.874
P 1.561 3.055 0.335
O 1.660 4.509 0.090
O 2.298 2.535 1.569
O 0.030 2.564 0.380
C -0.899 2.777 1.477
C -0.578 4.058 2.240
C -2.264 2.887 0.814
C -0.844 1.564 2.393
H 2.409 1.505 -4.103
H 3.273 0.831 -2.704
H 3.425 2.555 -3.087
H 0.501 3.122 -3.689
H 1.499 4.126 -2.603
H -0.039 3.474 -2.036
H 0.226 0.602 -3.162
H -0.248 1.015 -1.499
H 1.115 -0.068 -1.774
H -0.549 4.911 1.562
H 0.389 3.984 2.739
H -1.350 4.221 2.995
H -2.288 3.754 0.150
H -3.044 2.991 1.570
H -2.480 1.987 0.239
H 0.151 1.466 2.827
H -1.091 0.655 1.845
H -1.581 1.671 3.193
C -9.934 -2.688 -5.077
C -9.047 -3.322 -4.036
C -9.203 -4.669 -3.731
C -8.418 -5.260 -2.750
C -7.447 -4.518 -2.107
C -7.254 -3.166 -2.412
N -6.277 -2.461 -1.718
C -5.217 -1.769 -2.270
C -4.976 -1.741 -3.650
C -3.915 -1.014 -4.168
C -3.066 -0.309 -3.328
C -3.281 -0.375 -1.957
C -4.325 -1.099 -1.401
C -4.418 -1.181 0.137
O -3.589 -0.523 0.777
O -5.311 -1.950 0.606
C -8.094 -2.551 -3.360
C -8.014 -1.069 -3.601
H -10.529 -3.445 -5.587
H -9.350 -2.149 -5.826
H -10.622 -1.965 -4.631
H -9.949 -5.252 -4.260
H -8.550 -6.307 -2.505
H -6.801 -4.967 -1.363
H -6.156 -2.520 -0.681
H -5.619 -2.306 -4.313
H -3.751 -1.008 -5.241
H -2.238 0.262 -3.727
H -2.622 0.126 -1.259
H -7.505 -0.579 -2.773
H -9.014 -0.640 -3.699
H -7.458 -0.824 -4.510
*
```

Computed properties:
Calculated total energy: -75561.73939 eV
Gap between HOMO and LUMO: 0.25226 Eh
Highest occupied orbital energy: -3.062 eV
Energy relative to the best compared isomer or geometry (same formula, charge and spin): 0.0 kcal per mole

Entry 5:
C5H10O2 in the gas phase. Source: OMol25; level of theory: the ωB97M-V functional and the def2-TZVPD basis.

The geometry in ORCA input format:
```
! wB97M-V def2-TZVPD RIJCOSX def2/J DEFGRID3
* xyz 0 1
O 0.300 1.080 1.499
C 0.173 1.721 0.387
C 0.114 0.647 -1.016
C 1.235 -0.191 -0.895
C -0.049 -1.295 0.770
C -1.319 -0.890 0.031
O -1.081 -0.037 -1.111
H 0.521 -0.277 1.080
H 1.035 2.342 0.060
H -0.783 2.255 0.241
H 0.162 1.441 -1.763
H 2.196 0.198 -0.577
H 1.196 -1.210 -1.249
H -0.298 -1.507 1.813
H 0.437 -2.187 0.368
H -1.965 -0.342 0.725
H -1.876 -1.748 -0.362
*
```

Computed properties:
Calculated total energy: -9437.05868 eV
Gap between HOMO and LUMO (alpha / beta): 0.29437 / 0.29421 Eh
Highest occupied orbital energy (alpha / beta): -8.712 / -8.711 eV
Energy relative to the best compared isomer or geometry (same formula, charge and spin): 138.0 kcal per mole

Entry 6:
A molecular structure, C44H33O5P2PdS. Source: OMol25; level of theory: the ωB97M-V functional and the def2-TZVPD basis.

The geometry in ORCA input format:
```
! wB97M-V def2-TZVPD RIJCOSX def2/J DEFGRID3
* xyz 1 3
Pd -0.352 -0.023 -0.112
O 3.001 0.838 0.725
S 2.103 -0.021 -0.030
C 2.618 -1.745 0.348
C 3.833 -2.323 0.033
C 4.091 -3.641 0.382
C 3.148 -4.378 1.078
C 1.961 -3.785 1.467
C 1.694 -2.461 1.120
P 0.166 -1.637 1.650
C 0.683 -0.302 2.772
C 1.796 -0.371 3.602
C 2.076 0.688 4.447
C 1.250 1.800 4.471
C 0.150 1.879 3.629
C -0.131 0.837 2.764
C -0.707 -2.853 2.671
C -1.422 -3.859 2.020
C -2.115 -4.795 2.763
C -2.110 -4.721 4.148
C -1.418 -3.708 4.792
C -0.724 -2.763 4.060
C 2.522 0.312 -1.782
C 3.729 -0.025 -2.368
C 3.973 0.290 -3.695
C 3.023 0.976 -4.432
C 1.848 1.387 -3.830
C 1.589 1.067 -2.497
P 0.053 1.671 -1.704
C -1.105 1.759 -3.103
C -1.493 2.941 -3.725
C -2.449 2.898 -4.725
C -3.026 1.695 -5.098
C -2.607 0.511 -4.510
C -1.644 0.543 -3.518
C 0.352 3.391 -1.221
C 1.595 4.016 -1.196
C 1.682 5.336 -0.786
C 0.547 6.032 -0.403
C -0.689 5.402 -0.405
C -0.786 4.082 -0.797
H 4.607 -1.762 -0.462
H 5.037 -4.086 0.111
H 3.347 -5.405 1.343
H 1.245 -4.338 2.058
H 2.434 -1.243 3.583
H 2.937 0.640 5.094
H 1.466 2.613 5.146
H -0.491 2.747 3.652
H -1.021 0.878 2.117
H -1.433 -3.898 0.938
H -2.668 -5.576 2.266
H -2.662 -5.443 4.727
H -1.422 -3.647 5.869
H -0.191 -1.966 4.559
H 4.499 -0.511 -1.800
H 4.914 0.005 -4.142
H 3.210 1.213 -5.468
H 1.123 1.963 -4.388
H -1.052 3.883 -3.434
H -2.750 3.815 -5.207
H -3.805 1.679 -5.844
H -3.039 -0.432 -4.809
H -1.304 -0.373 -3.047
H 2.483 3.479 -1.496
H 2.643 5.828 -0.769
H 0.625 7.063 -0.089
H -1.573 5.939 -0.099
H -1.742 3.571 -0.789
O -4.415 -1.060 -0.624
C -3.210 -1.176 -0.531
O -2.435 -0.608 0.279
C -2.544 -2.144 -1.562
C -1.162 -2.259 -1.659
C -0.555 -2.990 -2.680
C -1.398 -3.580 -3.594
O -1.078 -4.262 -4.721
C -2.305 -4.630 -5.320
O -3.365 -4.162 -4.515
C -2.797 -3.499 -3.475
C -3.397 -2.784 -2.463
H -0.530 -1.690 -0.943
H 0.518 -3.077 -2.768
H -2.360 -5.724 -5.406
H -2.381 -4.185 -6.325
H -4.465 -2.678 -2.365
*
```

Computed properties:
Calculated total energy: -89285.57189 eV
Gap between HOMO and LUMO (alpha / beta): 0.23628 / 0.15041 Eh
Highest occupied orbital energy (alpha / beta): -8.973 / -10.546 eV
Energy relative to the best compared isomer or geometry (same formula, charge and spin): 29.0 kcal per mole